1:
Density functional theory data (ωB97M-V with the def2-TZVPD basis set) for a gas-phase ion, C4H10N (charge +1).

Each line ends with the Mulliken charge.
CARTESIAN COORDINATES (ANGSTROEM)
C  -0.839  -1.652  1.026  -0.62
C  0.096  -0.765  0.917  -0.12
N  -0.227  0.403  -0.014  -0.12
C  0.481  1.599  0.219  -0.99
C  0.276  -0.153  -1.439  -0.80
H  -0.818  -2.547  1.684  0.30
H  -1.790  -1.381  0.509  0.20
H  1.001  -0.901  1.512  0.37
H  -1.309  0.640  0.114  0.48
H  0.094  2.314  -0.495  0.37
H  0.486  2.019  1.192  0.38
H  1.502  1.310  0.004  0.40
H  -0.515  -0.722  -1.845  0.36
H  0.470  0.602  -2.204  0.37
H  1.094  -0.767  -1.180  0.42

Summary:
Kohn-Sham gap, eV: 12.14
Charge: +1
Molecular weight, g mol⁻¹: 72.13
Spin multiplicity: 1
LUMO energy, eV: -3.40

=====

2:
Density functional theory data (ωB97M-V with the def2-TZVPD basis set) for a gas-phase ion, C4H10N (charge +1).

Each line ends with the Mulliken charge.
CARTESIAN COORDINATES (ANGSTROEM)
C  0.165  -1.611  1.066  -0.75
C  0.781  -1.021  -0.182  -0.75
C  0.135  0.378  -0.553  0.35
C  -1.205  0.637  -1.163  -1.30
N  0.476  1.325  0.483  -0.30
H  -0.555  -2.399  0.891  0.31
H  0.441  -1.293  2.049  0.35
H  1.827  -0.902  0.013  0.40
H  0.765  -1.638  -1.149  0.38
H  -1.397  -0.305  -1.742  0.30
H  -1.094  1.498  -1.635  0.46
H  -1.990  0.630  -0.377  0.44
H  0.968  0.834  1.293  0.35
H  -0.441  1.755  0.826  0.39
H  1.124  2.113  0.178  0.38

Summary:
Kohn-Sham gap (spin up / spin down), eV: 8.08 / 9.07
Charge: +1
Molecular weight, g mol⁻¹: 72.13
Spin multiplicity: 1
LUMO energy (spin up / spin down), eV: -4.82 / -4.36

=====

3:
Density functional theory data (ωB97M-V with the def2-TZVPD basis set) for 2 unconnected molecules or ions with the total composition C4H10N.

Each line ends with the Mulliken charge.
CARTESIAN COORDINATES (ANGSTROEM)
C  -0.515  -0.680  1.067  -0.55
C  0.126  -0.577  -0.335  -0.37
C  -0.871  0.386  0.066  -0.24
C  3.036  0.174  -0.095  -0.80
N  -2.145  0.345  -0.641  -0.31
H  -1.069  -1.591  1.145  0.27
H  0.032  -0.337  2.009  0.22
H  0.273  -1.242  -1.149  0.41
H  -0.568  1.434  0.186  0.35
H  2.756  -0.074  -1.127  0.31
H  3.020  -0.644  0.655  0.28
H  3.094  1.183  0.419  0.29
H  -2.911  0.915  -0.107  0.39
H  -2.560  -0.598  -0.799  0.38
H  -1.994  0.824  -1.545  0.38

Summary:
Kohn-Sham gap (spin up / spin down), eV: 9.29 / 7.41
Charge: +1
Molecular weight, g mol⁻¹: 72.13
Spin multiplicity: 1
LUMO energy (spin up / spin down), eV: -3.86 / -4.56

=====

4:
Density functional theory data (ωB97M-V with the def2-TZVPD basis set) for 2 unconnected molecules or ions with the total composition C4H10N.

Each line ends with the Mulliken charge.
CARTESIAN COORDINATES (ANGSTROEM)
C  -2.408  0.493  0.555  -0.67
C  -1.983  0.176  -0.957  -0.38
C  -0.527  0.091  -1.082  0.19
C  0.198  -0.314  -0.008  -0.31
N  4.188  -0.530  0.785  -0.67
H  -1.322  0.334  0.945  0.15
H  -2.908  1.409  0.799  0.31
H  -2.972  -0.299  0.870  0.35
H  -2.541  -0.760  -1.063  0.26
H  -2.495  0.926  -1.726  0.36
H  -0.226  0.263  -2.123  0.41
H  1.316  -0.277  -0.210  0.24
H  4.061  0.475  1.168  0.26
H  3.321  -0.803  0.420  0.24
H  4.296  -1.183  1.627  0.27

Summary:
Kohn-Sham gap, eV: 3.75
Charge: +1
Molecular weight, g mol⁻¹: 72.13
Spin multiplicity: 1
LUMO energy, eV: -9.56

=====

Stability check: which of them is most stable? 1.

=====

1:
Density functional theory data (ωB97M-V with the def2-TZVPD basis set) for 2 unconnected molecules or ions with the total composition C4H8FN4.

Each line ends with the Mulliken charge.
CARTESIAN COORDINATES (ANGSTROEM)
C  1.167  0.333  -0.684  -0.58
C  2.540  0.411  -0.785  -0.12
C  0.589  -0.472  0.260  0.91
C  -2.353  0.546  0.379  0.09
N  0.768  -1.210  1.177  -0.45
N  -1.472  -0.221  -0.144  -0.22
N  -3.661  0.522  0.174  -0.34
N  3.403  -0.213  -0.006  -0.31
F  -1.954  -1.192  -1.018  -0.23
H  0.554  0.887  -1.373  0.39
H  2.956  1.040  -1.562  0.37
H  -1.947  1.286  1.060  0.35
H  0.284  -1.841  1.778  0.28
H  -4.063  -0.147  -0.468  0.24
H  -4.277  1.193  0.603  0.23
H  4.397  -0.110  -0.128  0.23
H  3.071  -0.813  0.736  0.18

Summary:
Kohn-Sham gap, eV: 9.69
Charge: +1
Molecular weight, g mol⁻¹: 131.13
Spin multiplicity: 1
LUMO energy, eV: -3.37

=====

2:
Density functional theory data (ωB97M-V with the def2-TZVPD basis set) for a molecular structure, C4H8FN4.

Each line ends with the Mulliken charge.
CARTESIAN COORDINATES (ANGSTROEM)
C  -1.100  1.300  -0.353  -0.63
C  -1.013  1.626  0.962  -0.19
C  -0.946  0.012  -0.968  0.61
C  1.548  -0.487  0.004  0.12
N  -1.435  -0.257  -2.090  -0.61
N  -0.247  -0.956  -0.157  -0.03
N  2.375  -1.379  -0.368  -0.19
N  -0.674  0.826  1.988  -0.36
F  -0.157  -2.202  -0.735  -0.23
H  -1.445  2.054  -1.041  0.37
H  -1.213  2.654  1.231  0.40
H  1.694  0.524  0.327  0.40
H  -1.324  -1.168  -2.513  0.26
H  2.045  -2.301  -0.662  0.28
H  3.383  -1.219  -0.390  0.29
H  -0.835  1.145  2.928  0.23
H  -0.655  -0.172  1.837  0.26

Summary:
Kohn-Sham gap (spin up / spin down), eV: 6.63 / 6.63
Charge: +1
Molecular weight, g mol⁻¹: 131.13
Spin multiplicity: 1
LUMO energy (spin up / spin down), eV: -5.49 / -5.49

=====

Stability check: which of them is most stable? 1.

=====

1:
Density functional theory data (ωB97M-V with the def2-TZVPD basis set) for 2 unconnected molecules or ions with the total composition C2H6.

Each line ends with the Mulliken charge.
CARTESIAN COORDINATES (ANGSTROEM)
C  -0.649  -0.566  0.137  -0.60
C  0.053  0.573  -0.510  -0.75
H  -0.779  -0.452  1.272  0.22
H  -1.739  -0.708  -0.274  0.25
H  -0.137  -1.562  -0.033  0.25
H  2.273  0.505  0.954  -0.02
H  0.316  1.642  -0.149  0.32
H  0.661  0.567  -1.396  0.32

Summary:
Kohn-Sham gap (spin up / spin down), eV: 10.98 / 7.95
Charge: 0
Molecular weight, g mol⁻¹: 30.07
Spin multiplicity: 1
LUMO energy (spin up / spin down), eV: 0.45 / -0.29

=====

2:
Density functional theory data (ωB97M-V with the def2-TZVPD basis set) for C2H6 in the gas phase.

Each line ends with the Mulliken charge.
CARTESIAN COORDINATES (ANGSTROEM)
C  -0.817  0.035  -0.154  -0.97
C  0.732  0.122  -0.072  -0.61
H  -1.299  -0.551  0.861  0.19
H  -1.130  -0.440  -0.859  0.40
H  -1.241  0.956  -0.032  0.32
H  0.975  1.032  0.450  0.22
H  1.063  -0.864  0.623  0.18
H  1.716  -0.291  -0.817  0.28

Summary:
Kohn-Sham gap, eV: 11.51
Charge: 0
Molecular weight, g mol⁻¹: 30.07
Spin multiplicity: 1
LUMO energy, eV: 1.24

=====

Stability check: which of them is most stable? 2.

=====

1:
Density functional theory data (ωB97M-V with the def2-TZVPD basis set) for a molecular structure, C4H8N2S.

Each line ends with the Mulliken charge.
CARTESIAN COORDINATES (ANGSTROEM)
C  -2.797  -0.830  0.364  -0.75
C  -2.028  0.470  -0.087  -0.35
C  -0.718  0.774  -0.295  -0.15
C  1.899  0.775  0.351  -0.09
H  -4.269  -0.448  0.490  0.25
H  -2.208  -1.426  1.469  0.26
H  -2.757  -1.343  -0.911  0.23
H  -2.663  1.268  -0.363  0.32
H  -0.440  1.794  -0.572  0.33
H  1.583  1.864  0.446  0.31
H  4.513  -1.008  -0.157  0.27
H  2.773  -0.987  -0.972  0.20
N  3.138  0.373  0.427  -0.32
N  3.369  -0.827  -0.153  -0.38
S  0.607  -0.449  -0.037  -0.13

Summary:
Kohn-Sham gap, eV: 8.40
Charge: 0
Molecular weight, g mol⁻¹: 116.19
Spin multiplicity: 1
LUMO energy, eV: 0.52

=====

2:
Density functional theory data (ωB97M-V with the def2-TZVPD basis set) for C4H8N2S in the gas phase.

Each line ends with the Mulliken charge.
CARTESIAN COORDINATES (ANGSTROEM)
C  1.959  -1.120  -1.252  0.48
C  -0.439  1.222  -1.393  -1.32
C  -0.172  -0.918  2.077  -0.87
C  -0.994  0.694  -0.087  -0.25
N  2.544  -1.282  -2.242  -0.56
N  1.544  -0.810  -0.089  -0.53
S  -0.301  -0.990  0.276  0.21
H  -0.688  0.561  -2.221  0.35
H  -0.848  2.208  -1.600  0.36
H  0.644  1.298  -1.335  0.39
H  0.173  0.059  2.396  0.32
H  0.547  -1.676  2.372  0.36
H  -1.151  -1.143  2.492  0.35
H  -2.072  0.544  -0.137  0.35
H  -0.746  1.354  0.743  0.34

Summary:
Kohn-Sham gap, eV: 8.44
Charge: 0
Molecular weight, g mol⁻¹: 116.19
Spin multiplicity: 1
LUMO energy, eV: 0.16

=====

3:
Density functional theory data (ωB97M-V with the def2-TZVPD basis set) for C4H8N2S in the gas phase.

Each line ends with the Mulliken charge.
CARTESIAN COORDINATES (ANGSTROEM)
H  0.657  1.851  0.592  0.32
N  1.579  1.398  -0.007  -0.70
C  1.207  0.189  -0.085  0.72
C  2.174  -1.109  -0.104  -0.88
N  -0.221  -0.103  -0.110  -0.02
S  -1.089  -1.595  -0.219  -0.18
C  -1.101  0.901  -0.320  -0.13
C  -2.367  0.833  0.064  -0.58
H  1.943  -2.050  -0.725  0.28
H  3.022  -0.295  -0.447  0.29
H  2.206  -1.565  0.973  0.22
H  -1.519  -1.717  1.136  0.12
H  -0.728  1.571  -1.314  0.24
H  -3.102  1.624  -0.502  0.22
H  -2.659  0.065  1.069  0.08

Summary:
Kohn-Sham gap, eV: 9.13
Charge: 0
Molecular weight, g mol⁻¹: 116.19
Spin multiplicity: 1
LUMO energy, eV: 0.47

=====

Stability check: which of them is most stable? 2.

=====

1:
Density functional theory data (ωB97M-V with the def2-TZVPD basis set) for a molecular structure, C4H4O3.

Each line ends with the Mulliken charge.
CARTESIAN COORDINATES (ANGSTROEM)
C  -2.387  -0.538  0.087  -0.95
C  -1.127  0.093  -0.067  0.70
C  -0.473  1.304  0.059  -0.35
C  1.172  -0.269  0.052  0.75
H  -2.536  -0.710  1.216  0.25
H  -3.426  0.118  -0.413  0.28
H  -2.281  -1.820  -0.407  0.27
H  -0.862  2.385  0.375  0.27
O  0.895  1.019  -0.152  -0.31
O  2.347  -0.650  0.147  -0.57
O  0.008  -0.809  -0.189  -0.33

Summary:
Kohn-Sham gap, eV: 9.95
Charge: 0
Molecular weight, g mol⁻¹: 100.07
Spin multiplicity: 1
LUMO energy, eV: 0.51

=====

2:
Density functional theory data (ωB97M-V with the def2-TZVPD basis set) for C4H4O3 in the gas phase.

Each line ends with the Mulliken charge.
CARTESIAN COORDINATES (ANGSTROEM)
C  -2.057  0.153  -0.579  -0.76
C  -0.743  0.039  -0.562  0.03
O  0.008  -1.125  -0.286  -0.30
C  0.776  -0.729  0.758  0.48
O  0.706  -1.164  1.869  -0.45
C  1.899  0.264  0.369  0.21
O  1.862  1.163  -0.433  -0.45
H  -2.386  1.178  -0.557  0.24
H  -2.776  -0.635  -0.716  0.29
H  -0.117  0.896  -0.739  0.39
H  2.826  -0.040  0.874  0.33

Summary:
Kohn-Sham gap, eV: 9.67
Charge: 0
Molecular weight, g mol⁻¹: 100.07
Spin multiplicity: 1
LUMO energy, eV: -0.54

=====

3:
Density functional theory data (ωB97M-V with the def2-TZVPD basis set) for 2 unconnected molecules or ions with the total composition C4H4O3.

Each line ends with the Mulliken charge.
CARTESIAN COORDINATES (ANGSTROEM)
O  -0.369  -2.622  -2.149  -0.16
C  -0.607  -2.145  -1.148  0.14
O  1.307  -0.118  -1.475  -0.44
C  1.284  0.009  -0.274  -0.24
C  0.299  0.878  0.462  0.31
C  -1.122  0.668  0.750  -0.24
O  -0.127  0.475  1.749  -0.42
H  0.635  1.916  0.395  0.31
H  2.086  -0.409  0.369  0.31
H  -1.665  -0.223  0.446  0.20
H  -1.722  1.571  0.876  0.22

Summary:
Kohn-Sham gap, eV: 10.81
Charge: 0
Molecular weight, g mol⁻¹: 100.07
Spin multiplicity: 1
LUMO energy, eV: 0.62

=====

4:
Density functional theory data (ωB97M-V with the def2-TZVPD basis set) for C4H4O3 in the gas phase.

Each line ends with the Mulliken charge.
CARTESIAN COORDINATES (ANGSTROEM)
C  0.437  0.639  1.591  -0.67
C  0.641  0.354  0.190  0.57
O  1.695  0.384  -0.399  -0.56
C  -0.680  -0.130  -0.454  0.52
O  -1.759  0.037  0.066  -0.48
C  -0.563  -0.786  -1.810  -0.07
O  0.282  -1.611  -2.036  -0.40
H  -0.528  1.113  1.865  0.25
H  1.288  1.092  2.113  0.31
H  0.530  -0.614  1.401  0.20
H  -1.345  -0.478  -2.527  0.33

Summary:
Kohn-Sham gap, eV: 8.55
Charge: 0
Molecular weight, g mol⁻¹: 100.07
Spin multiplicity: 1
LUMO energy, eV: -1.06

=====

Stability check: which of them is most stable? 2.